## A
This record from OMol25 describes a cluster of 6 separate species, H12O6 in total. The level of theory is the ωB97M-V functional and the def2-TZVPD basis.

Properties
Frontier orbital gap: 10.86 eV
Structure (SMILES): O.O.O.O.O.O
Highest occupied orbital energy: -11.003 eV
Net charge: 0

Each line ends with the Löwdin charge.
Cartesian coordinates (Å):
O (4.076, -17.613, -0.044)  -0.059
H (3.171, -17.418, -0.306)  0.024
H (4.191, -17.165, 0.802)  0.037
O (3.289, -14.524, -2.332)  -0.053
H (2.753, -15.324, -2.321)  0.055
H (3.543, -14.405, -3.268)  0.012
O (3.677, -14.296, -5.200)  -0.044
H (3.887, -15.099, -5.695)  0.075
H (2.749, -14.112, -5.407)  0.076
O (4.071, -11.449, -4.602)  -0.058
H (3.983, -11.095, -3.708)  0.039
H (3.893, -12.397, -4.518)  -0.018
O (6.097, -15.138, -0.147)  -0.063
H (5.200, -14.822, -0.310)  0.014
H (6.633, -14.690, -0.810)  0.033
O (2.082, -12.818, -0.331)  -0.078
H (1.127, -12.881, -0.433)  0.027
H (2.452, -13.308, -1.087)  -0.019

=====

## B
This record from OMol25 describes a structure of composition H12O6. The level of theory is the ωB97M-V functional and the def2-TZVPD basis.

Properties
Frontier orbital gap: 8.58 eV
Highest occupied orbital energy: -8.702 eV
Net charge: 0

Each line ends with the Löwdin charge.
Cartesian coordinates (Å):
O (0.841, 1.494, -1.564)  0.107
H (1.675, 1.673, -1.998)  0.124
H (0.515, 2.356, -1.306)  0.125
O (0.377, -2.092, -0.127)  0.076
H (1.254, -2.415, -0.334)  0.111
H (-0.152, -2.882, -0.024)  0.122
O (-1.692, 0.432, 1.494)  -0.081
H (-1.136, 0.995, 2.033)  -0.001
H (-1.133, 0.170, 0.763)  -0.360
O (-0.637, -0.197, -0.040)  0.063
H (-0.564, 0.235, -0.891)  -0.015
H (-0.002, -0.912, -0.078)  -0.096
O (-1.158, 1.091, -1.862)  -0.021
H (-1.420, 1.736, -1.205)  0.071
H (-0.201, 1.132, -1.871)  -0.201
O (1.522, -0.867, 2.403)  -0.047
H (0.799, -0.815, 3.028)  0.037
H (1.110, -1.133, 1.581)  -0.014

=====

## C
This record from OMol25 describes a cluster of 6 separate species, H12O6 in total. The level of theory is the ωB97M-V functional and the def2-TZVPD basis.

Properties
Frontier orbital gap: 11.05 eV
Structure (SMILES): O.O.O.O.O.O
Highest occupied orbital energy: -10.864 eV
Net charge: 0

Each line ends with the Löwdin charge.
Cartesian coordinates (Å):
O (1.872, 1.000, 0.644)  -0.046
H (2.170, 0.120, 0.770)  0.007
H (0.934, 0.878, 0.552)  -0.035
O (-1.986, 1.201, 2.340)  -0.047
H (-2.547, 1.006, 3.076)  0.036
H (-1.049, 1.219, 2.643)  0.074
O (0.581, 0.837, -2.485)  -0.011
H (0.000, 0.890, -3.175)  0.005
H (0.711, 1.765, -2.145)  0.103
O (-1.600, -2.688, 0.841)  -0.056
H (-1.897, -1.781, 0.843)  -0.001
H (-1.271, -2.884, -0.035)  0.028
O (2.103, -1.361, -1.200)  -0.045
H (2.952, -0.919, -1.108)  0.041
H (1.402, -0.745, -1.291)  -0.042
O (-0.653, 0.140, 0.000)  -0.025
H (-0.596, 0.571, -0.830)  0.001
H (-1.133, 0.746, 0.555)  0.012

=====

Stability ranking, top entry: A; the second entry is 0.0040 hartree less favorable.

=====

## A
This record from OMol25 describes a cluster of 6 separate species, H12O6 in total. The level of theory is the ωB97M-V functional and the def2-TZVPD basis.

Properties
Frontier orbital gap: 11.04 eV
Structure (SMILES): O.O.O.O.O.O
Highest occupied orbital energy: -10.745 eV
Net charge: 0

Each line ends with the Löwdin charge.
Cartesian coordinates (Å):
O (28.853, 8.069, -7.114)  -0.018
H (28.822, 8.313, -8.024)  -0.011
H (28.919, 8.884, -6.664)  0.031
O (28.474, 8.953, -9.697)  -0.037
H (27.638, 9.256, -9.315)  0.066
H (28.264, 8.425, -10.467)  0.057
O (29.689, 5.498, -6.749)  -0.077
H (29.536, 5.120, -7.621)  0.022
H (29.521, 6.452, -6.814)  -0.022
O (27.572, 9.629, -4.508)  -0.039
H (27.148, 9.557, -5.349)  -0.008
H (27.040, 10.343, -4.181)  0.030
O (26.264, 7.416, -5.819)  -0.053
H (25.460, 6.987, -5.529)  0.055
H (26.926, 6.872, -5.353)  0.071
O (26.477, 5.951, -8.297)  -0.034
H (26.740, 6.326, -7.477)  -0.039
H (27.182, 5.630, -8.821)  0.005

=====

## B
This record from OMol25 describes a cluster of 6 separate species, H12O6 in total. The level of theory is the ωB97M-V functional and the def2-TZVPD basis.

Properties
Frontier orbital gap: 10.49 eV
Structure (SMILES): O.O.O.O.O.O
Highest occupied orbital energy: -10.751 eV
Net charge: 0

Each line ends with the Löwdin charge.
Cartesian coordinates (Å):
O (3.382, -1.035, -1.747)  -0.067
H (3.632, -1.767, -1.173)  0.033
H (2.452, -0.864, -1.536)  -0.007
O (2.527, -0.418, 1.881)  -0.080
H (2.982, 0.270, 2.380)  0.030
H (2.233, 0.012, 1.056)  0.002
O (-2.378, 1.584, -1.758)  -0.052
H (-3.247, 1.995, -1.697)  0.038
H (-2.145, 1.343, -0.849)  -0.020
O (-1.946, -1.546, -0.184)  -0.049
H (-2.434, -1.993, 0.516)  0.048
H (-1.789, -0.648, 0.147)  -0.017
O (0.835, -0.208, -0.412)  -0.050
H (0.306, -0.981, -0.663)  0.056
H (0.180, 0.474, -0.216)  0.024
O (-1.434, 1.185, 1.044)  -0.052
H (-1.157, 0.698, 1.836)  0.083
H (-1.997, 1.898, 1.376)  0.079

=====

Stability ranking, top entry: B; the second entry is 0.0050 hartree less favorable.

=====

## A
This record from OMol25 describes a cluster of 7 separate species, C21H56O7 in total. The level of theory is the ωB97M-V functional and the def2-TZVPD basis.

Properties
Frontier orbital gap: 10.11 eV
Structure (SMILES): CC(C)O.CC(C)O.CC(C)O.CC(C)O.CC(C)O.CC(C)O.CC(C)O
Highest occupied orbital energy: -9.560 eV
Net charge: 0

Each line ends with the Löwdin charge.
Cartesian coordinates (Å):
C (-2.477, -4.603, 1.236)  -0.054
C (-1.918, -5.329, 2.440)  -0.484
C (-2.793, -5.148, 3.694)  -0.054
O (-1.929, -6.719, 2.105)  -0.069
H (-1.875, -4.798, 0.347)  0.064
H (-2.478, -3.519, 1.355)  0.073
H (-3.502, -4.911, 1.029)  0.087
H (-0.868, -5.086, 2.637)  0.132
H (-2.803, -4.124, 4.068)  0.075
H (-2.495, -5.844, 4.479)  0.073
H (-3.811, -5.436, 3.424)  0.081
H (-1.563, -7.275, 2.794)  0.081
C (-0.022, 4.134, -2.077)  -0.068
C (0.004, 5.576, -2.577)  -0.490
C (-0.135, 6.578, -1.417)  -0.054
O (1.224, 5.749, -3.286)  -0.062
H (0.926, 3.981, -1.554)  0.063
H (-0.116, 3.444, -2.916)  0.079
H (-0.833, 3.861, -1.396)  0.081
H (-0.849, 5.711, -3.242)  0.129
H (0.371, 7.504, -1.695)  0.077
H (0.350, 6.213, -0.512)  0.074
H (-1.198, 6.783, -1.301)  0.074
H (1.930, 5.749, -2.624)  0.043
C (1.164, 0.734, -0.239)  -0.057
C (0.039, -0.176, -0.682)  -0.491
C (-0.229, -1.205, 0.403)  -0.050
O (-1.158, 0.507, -1.017)  -0.053
H (2.064, 0.163, 0.009)  0.083
H (0.996, 1.280, 0.693)  0.057
H (1.469, 1.469, -0.986)  0.067
H (0.421, -0.655, -1.596)  0.130
H (-0.961, -2.005, 0.249)  0.058
H (-0.517, -0.707, 1.331)  0.065
H (0.664, -1.825, 0.561)  0.080
H (-1.772, -0.181, -1.327)  0.041
C (-1.134, -0.097, 4.489)  -0.060
C (0.006, 0.891, 4.744)  -0.439
C (0.269, 1.848, 3.575)  -0.056
O (-0.450, 1.695, 5.874)  -0.084
H (-0.871, -0.815, 3.700)  0.061
H (-2.032, 0.379, 4.096)  0.085
H (-1.339, -0.645, 5.404)  0.076
H (0.950, 0.480, 5.092)  0.135
H (0.416, 1.248, 2.677)  0.047
H (1.233, 2.353, 3.723)  0.081
H (-0.385, 2.714, 3.477)  0.085
H (-1.024, 2.385, 5.534)  0.070
C (4.626, 3.756, 0.036)  -0.038
C (4.531, 5.193, -0.498)  -0.456
C (5.904, 5.779, -0.839)  -0.061
O (3.669, 5.236, -1.662)  -0.084
H (5.619, 3.369, -0.192)  0.075
H (3.810, 3.138, -0.319)  0.068
H (4.577, 3.866, 1.123)  0.081
H (4.049, 5.895, 0.180)  0.133
H (5.813, 6.822, -1.132)  0.078
H (6.364, 5.226, -1.658)  0.081
H (6.507, 5.674, 0.065)  0.082
H (3.930, 4.508, -2.238)  0.096
C (-5.581, -1.579, -2.107)  -0.059
C (-4.275, -1.004, -2.619)  -0.465
C (-4.273, 0.512, -2.720)  -0.055
O (-3.239, -1.394, -1.687)  -0.079
H (-6.475, -1.172, -2.579)  0.079
H (-5.675, -1.378, -1.037)  0.084
H (-5.579, -2.668, -2.184)  0.077
H (-4.014, -1.431, -3.592)  0.138
H (-5.058, 0.863, -3.389)  0.081
H (-3.336, 0.864, -3.163)  0.079
H (-4.300, 0.977, -1.735)  0.090
H (-2.687, -2.069, -2.096)  0.099
C (2.478, -6.224, -1.205)  -0.063
C (1.743, -4.882, -1.214)  -0.515
C (2.371, -3.929, -2.227)  -0.049
O (0.374, -5.021, -1.539)  -0.057
H (2.336, -6.760, -2.151)  0.085
H (2.035, -6.870, -0.444)  0.076
H (3.556, -6.109, -1.106)  0.077
H (1.824, -4.481, -0.193)  0.128
H (3.453, -3.990, -2.173)  0.078
H (1.885, -2.954, -2.235)  0.066
H (2.086, -4.328, -3.210)  0.086
H (-0.012, -5.763, -1.060)  0.082

=====

## B
This record from OMol25 describes a cluster of 7 separate species, C21H56O7 in total. The level of theory is the ωB97M-V functional and the def2-TZVPD basis.

Properties
Frontier orbital gap: 10.45 eV
Structure (SMILES): CC(C)O.CC(C)O.CC(C)O.CC(C)O.CC(C)O.CC(C)O.CC(C)O
Highest occupied orbital energy: -9.818 eV
Net charge: 0

Each line ends with the Löwdin charge.
Cartesian coordinates (Å):
C (-7.797, -0.036, -12.277)  -0.071
C (-6.611, -0.632, -12.956)  -0.515
C (-6.651, -2.108, -13.452)  -0.035
O (-6.372, 0.188, -14.069)  -0.063
H (-8.592, 0.049, -13.017)  0.087
H (-7.616, 0.945, -11.838)  0.081
H (-8.111, -0.696, -11.469)  0.080
H (-5.757, -0.467, -12.299)  0.128
H (-7.415, -2.234, -14.219)  0.078
H (-6.754, -2.776, -12.597)  0.069
H (-5.715, -2.432, -13.907)  0.074
H (-6.225, 1.089, -13.774)  0.087
C (-2.345, -7.954, -15.288)  -0.046
C (-3.124, -9.237, -15.319)  -0.516
C (-2.384, -10.573, -15.357)  -0.045
O (-3.940, -9.250, -14.181)  -0.069
H (-1.683, -7.954, -14.422)  0.087
H (-2.965, -7.061, -15.207)  0.074
H (-1.863, -7.796, -16.254)  0.086
H (-3.764, -9.241, -16.201)  0.128
H (-1.930, -10.763, -16.329)  0.086
H (-2.968, -11.460, -15.115)  0.073
H (-1.576, -10.427, -14.640)  0.081
H (-3.450, -9.702, -13.489)  0.105
C (-6.743, -6.389, -13.135)  -0.049
C (-7.170, -7.423, -14.185)  -0.437
C (-6.620, -7.146, -15.610)  -0.031
O (-6.737, -8.764, -13.798)  -0.076
H (-7.111, -5.381, -13.325)  0.057
H (-5.654, -6.386, -13.166)  0.073
H (-7.007, -6.701, -12.124)  0.083
H (-8.259, -7.388, -14.223)  0.108
H (-5.546, -7.032, -15.468)  0.069
H (-7.155, -6.252, -15.931)  0.060
H (-6.878, -7.888, -16.366)  0.068
H (-5.802, -8.829, -14.005)  0.025
C (-11.068, -11.413, -12.881)  -0.055
C (-9.952, -11.752, -13.843)  -0.534
C (-8.606, -11.544, -13.249)  -0.060
O (-10.128, -13.112, -14.075)  -0.055
H (-10.853, -11.886, -11.923)  0.086
H (-12.025, -11.664, -13.339)  0.086
H (-11.080, -10.344, -12.668)  0.067
H (-10.021, -11.198, -14.780)  0.133
H (-8.381, -12.335, -12.534)  0.087
H (-8.524, -10.548, -12.816)  0.077
H (-7.764, -11.533, -13.941)  0.061
H (-10.035, -13.574, -13.238)  0.085
C (-7.945, -11.061, -17.094)  -0.053
C (-6.465, -11.053, -17.496)  -0.477
C (-5.628, -11.725, -16.393)  -0.059
O (-6.343, -11.827, -18.671)  -0.053
H (-8.532, -10.731, -17.951)  0.080
H (-8.144, -10.351, -16.291)  0.065
H (-8.202, -12.062, -16.748)  0.082
H (-6.080, -10.059, -17.723)  0.129
H (-6.127, -12.623, -16.027)  0.078
H (-5.500, -11.114, -15.500)  0.064
H (-4.656, -12.096, -16.719)  0.073
H (-6.639, -12.713, -18.451)  0.087
C (-10.744, -6.596, -20.493)  -0.059
C (-10.423, -6.596, -18.979)  -0.473
C (-8.936, -6.113, -18.673)  -0.034
O (-11.322, -5.788, -18.255)  -0.051
H (-11.792, -6.860, -20.633)  0.068
H (-10.151, -7.381, -20.963)  0.076
H (-10.678, -5.667, -21.059)  0.079
H (-10.429, -7.631, -18.636)  0.121
H (-8.284, -6.738, -19.283)  0.071
H (-8.587, -6.051, -17.642)  0.045
H (-8.835, -5.132, -19.137)  0.073
H (-12.185, -6.196, -18.360)  0.084
C (-10.244, -4.877, -13.782)  -0.055
C (-11.556, -5.642, -13.547)  -0.510
C (-11.375, -7.153, -13.728)  -0.056
O (-11.940, -5.422, -12.219)  -0.042
H (-9.566, -5.011, -12.939)  0.077
H (-10.449, -3.813, -13.893)  0.074
H (-9.814, -5.229, -14.720)  0.070
H (-12.299, -5.350, -14.289)  0.132
H (-10.554, -7.452, -13.076)  0.074
H (-11.080, -7.278, -14.769)  0.076
H (-12.280, -7.696, -13.457)  0.080
H (-12.110, -4.483, -12.118)  0.090

=====

Stability ranking, top entry: A; the second entry is 0.0171 hartree less favorable.

=====

## A
This record from OMol25 describes a cluster of 2 separate species, CH4NO3P in total. The level of theory is the ωB97M-V functional and the def2-TZVPD basis.

Properties
Frontier orbital gap: 10.56 eV
Structure (SMILES): [H]/N=C/P(=O)=O.O
Highest occupied orbital energy: -10.673 eV
Net charge: 0

Each line ends with the Löwdin charge.
Cartesian coordinates (Å):
C (-0.882, -0.721, 0.324)  -0.307
N (-0.843, -1.920, -0.013)  0.081
O (1.372, -1.150, 1.986)  -0.280
O (1.439, 0.922, -0.307)  -0.062
O (-0.037, 1.001, 2.328)  -0.301
P (0.303, -0.236, 1.636)  0.566
H (-1.526, 0.079, -0.049)  0.091
H (1.523, 1.844, -0.036)  0.072
H (2.300, 0.493, -0.200)  0.072
H (-1.483, -2.234, -0.739)  0.068

=====

## B
This record from OMol25 describes a structure of composition CH4NO3P. The level of theory is the ωB97M-V functional and the def2-TZVPD basis.

Properties
Frontier orbital gap: 10.22 eV
Highest occupied orbital energy: -10.134 eV
Net charge: 0

Each line ends with the Löwdin charge.
Cartesian coordinates (Å):
C (0.854, 0.476, -0.609)  -0.226
N (1.465, -0.216, 0.240)  0.043
O (-1.713, 0.003, -1.568)  -0.297
O (-0.899, -1.057, 1.022)  -0.143
O (-1.547, 1.686, 0.407)  -0.283
P (-1.043, 0.606, -0.419)  0.495
H (1.180, 1.087, -1.468)  0.090
H (-0.276, -0.379, 1.570)  0.140
H (-0.389, -1.668, 0.365)  0.122
H (2.369, -0.540, 0.458)  0.059

=====

Stability ranking, top entry: A; the second entry is 0.0385 hartree less favorable.

=====

## A
This record from OMol25 describes the molecule C3H4N2. The level of theory is the ωB97M-V functional and the def2-TZVPD basis.

Properties
Frontier orbital gap: 8.99 eV
Structure (SMILES): C#C/C=N/N
Highest occupied orbital energy: -8.710 eV
Net charge: 0

Each line ends with the Löwdin charge.
Cartesian coordinates (Å):
C (0.273, -0.107, 0.567)  -0.155
C (0.335, 1.323, 0.513)  -0.221
C (0.821, 2.476, 0.527)  0.064
H (-1.315, -1.937, -1.476)  0.037
H (-0.991, -2.254, 0.014)  0.112
H (0.845, -1.111, 0.989)  0.170
H (1.165, 3.638, 0.251)  0.109
N (-0.584, -1.713, -0.846)  -0.060
N (-0.550, -0.314, -0.539)  -0.056

=====

## B
This record from OMol25 describes the molecule C3H4N2. The level of theory is the ωB97M-V functional and the def2-TZVPD basis.

Properties
Frontier orbital gap: 9.74 eV
Structure (SMILES): N#C/C=C\N
Highest occupied orbital energy: -9.019 eV
Net charge: 0

Each line ends with the Löwdin charge.
Cartesian coordinates (Å):
C (0.632, 0.417, -0.052)  -0.195
C (-0.639, 0.807, 0.009)  -0.140
C (-1.793, -0.028, -0.025)  -0.253
H (2.150, -1.043, 0.105)  0.083
H (0.610, -1.593, 0.264)  0.079
H (1.415, 1.125, -0.324)  0.119
H (-0.816, 1.861, 0.166)  0.097
N (1.187, -0.860, -0.072)  0.083
N (-2.747, -0.685, -0.072)  0.126

=====

## C
This record from OMol25 describes a structure of composition C3H4N2. The level of theory is the ωB97M-V functional and the def2-TZVPD basis.

Properties
Frontier orbital gap (alpha / beta): 8.80 / 8.80 eV
Highest occupied orbital energy (alpha / beta): -8.961 / -8.960 eV
Net charge: 0

Each line ends with the Löwdin charge.
Cartesian coordinates (Å):
C (-1.764, 0.737, 0.944)  0.114
C (-0.701, 0.936, 0.135)  -0.420
C (0.568, 0.176, -0.134)  -0.072
N (-2.224, 2.168, -0.186)  0.096
N (-1.096, 2.080, -0.662)  -0.021
H (-2.196, 0.102, 1.662)  0.038
H (0.885, 0.406, -1.192)  0.088
H (0.443, -0.900, 0.229)  0.102
H (1.432, 0.639, 0.389)  0.075

=====

Stability ranking, top entry: B; the second entry is 0.1652 hartree less favorable.